Entry 1:
Formula: C19H23N3O2S
Source: the OMol25 dataset
Level of theory: ωB97M-V/def2-TZVPD

Values from the calculation:
E_HOMO	-0.320	Ha
total charge	0
ΔE to the lowest compared entry with this formula, charge and spin	0.5609	eV

CARTESIAN COORDINATES (ANGSTROEM)
C -4.2995 4.0167 -1.9623
C -3.3010 3.0849 -2.5574
C -2.5077 3.3965 -3.6179
C -1.5615 2.4501 -4.1451
O -0.8096 2.5873 -5.0845
N -1.5547 1.2355 -3.4256
C -2.3756 1.0182 -2.3775
S -2.2328 -0.5371 -1.5777
C -3.2605 -0.2331 -0.1060
C -2.5114 0.5555 0.9624
O -2.8747 1.6802 1.2474
N -1.4728 -0.0487 1.5719
C -0.9275 -1.3581 1.2986
C 0.4913 -1.2336 0.7400
C 1.3838 -0.4616 1.7120
C 2.8021 -0.2854 1.1478
C 3.4960 -1.6078 0.9868
C 4.0263 -2.2577 2.0949
C 4.6384 -3.4911 1.9656
C 4.7287 -4.0942 0.7224
C 4.2061 -3.4550 -0.3883
C 3.5935 -2.2211 -0.2553
C 0.7375 0.8926 2.0085
C -0.6846 0.7000 2.5317
N -3.2349 1.8696 -1.9453
H -4.1818 4.0164 -0.8806
H -5.3054 3.6614 -2.1820
H -4.1806 5.0220 -2.3541
H -2.5579 4.3588 -4.0998
H -0.9058 0.5217 -3.7363
H -3.5993 -1.2043 0.2509
H -4.1010 0.3749 -0.4394
H -1.5532 -1.9052 0.5964
H -0.8980 -1.9174 2.2425
H 0.8978 -2.2301 0.5636
H 0.4501 -0.7080 -0.2161
H 1.4528 -1.0304 2.6468
H 2.7438 0.2259 0.1850
H 3.3737 0.3452 1.8328
H 3.9639 -1.7883 3.0668
H 5.0485 -3.9824 2.8359
H 5.2077 -5.0566 0.6198
H 4.2762 -3.9179 -1.3618
H 3.1903 -1.7260 -1.1274
H 1.3220 1.4403 2.7490
H 0.7033 1.4893 1.0945
H -1.1769 1.6607 2.6885
H -0.6652 0.1474 3.4779

Entry 2:
Formula: C19H23N3O4
Source: the OMol25 dataset
Level of theory: ωB97M-V/def2-TZVPD

Values from the calculation:
E_HOMO	-0.324	Ha
total charge	0
ΔE to the lowest compared entry with this formula, charge and spin	0.6210	eV

CARTESIAN COORDINATES (ANGSTROEM)
C -0.1430 1.2155 -2.1866
C 0.8300 1.8918 -1.2230
O 0.4177 1.6891 0.1392
C -0.4008 2.5863 0.6857
O -0.8315 3.5559 0.1195
C -0.7480 2.2043 2.1116
C -2.2762 2.1605 2.2742
C -2.8437 1.1956 1.2756
N -2.9252 -0.0475 1.5760
C -3.3787 -0.9236 0.6202
C -3.4748 -2.2822 0.9390
C -3.9151 -3.1816 -0.0052
C -4.2678 -2.7560 -1.2853
C -4.1783 -1.4233 -1.6179
C -3.7361 -0.4967 -0.6723
C -3.6282 0.9196 -1.0097
O -3.8698 1.4265 -2.0836
N -3.1870 1.7000 0.0554
C 2.2330 1.3010 -1.4239
O 2.9562 1.6912 -2.3138
N 2.5337 0.3076 -0.5740
C 3.8003 -0.3914 -0.5763
C 4.5525 -0.1837 0.7502
C 4.2230 -1.4238 1.5761
C 4.2584 -2.5372 0.5331
C 3.5876 -1.9161 -0.6963
H -0.2669 0.1672 -1.9201
H 0.2569 1.2816 -3.1943
H -1.1130 1.7061 -2.1634
H 0.8670 2.9677 -1.4278
H -0.3311 2.9559 2.7838
H -0.3159 1.2312 2.3411
H -2.5217 1.8192 3.2787
H -2.6873 3.1575 2.1117
H -3.1986 -2.5961 1.9331
H -3.9886 -4.2296 0.2462
H -4.6113 -3.4744 -2.0140
H -4.4439 -1.0633 -2.6003
H -3.0632 2.6898 -0.1347
H 1.8756 0.0803 0.1555
H 4.3551 0.0175 -1.4234
H 5.6246 -0.1430 0.5588
H 4.2563 0.7459 1.2343
H 4.9310 -1.5863 2.3870
H 3.2226 -1.3413 2.0050
H 3.7517 -3.4417 0.8656
H 5.2948 -2.7897 0.3064
H 4.0001 -2.3067 -1.6241
H 2.5176 -2.1295 -0.6933

Entry 3:
Formula: C19H23N3O4S
Source: the OMol25 dataset
Level of theory: ωB97M-V/def2-TZVPD

Values from the calculation:
E_HOMO	-0.292	Ha
total charge	0
ΔE to the lowest compared entry with this formula, charge and spin	2.6972	eV

CARTESIAN COORDINATES (ANGSTROEM)
C -1.9349 4.1515 -0.4206
O -1.0718 3.6037 -1.3852
C -1.3067 2.3194 -1.7985
C -2.4138 1.5612 -1.4436
C -2.5098 0.2458 -1.8619
C -1.5265 -0.3268 -2.6514
C -1.5291 -1.8064 -2.9284
N -0.6791 -2.4825 -1.9494
C -1.2424 -2.7799 -0.7343
O -2.4413 -2.7891 -0.5337
N -0.3730 -3.2116 0.2486
C 1.0577 -3.3713 0.1718
C 1.7373 -2.4553 1.2228
N 0.8224 -1.4335 1.6802
S 0.5438 -0.2281 0.5304
O -0.8270 0.1716 0.5847
O 1.1284 -0.6128 -0.7269
C 1.5339 1.0988 1.2056
C 2.7683 1.3882 0.6593
C 3.5235 2.4175 1.1979
C 3.0343 3.1428 2.2724
C 1.7907 2.8475 2.8100
C 1.0350 1.8185 2.2741
C -0.3532 -1.9742 2.3381
C -0.8531 -3.2422 1.6099
C -0.4480 0.4562 -3.0487
C -0.3370 1.7642 -2.6316
H -2.9457 4.2953 -0.8177
H -1.9817 3.5215 0.4735
H -1.5119 5.1215 -0.1609
H -3.1886 1.9654 -0.8123
H -3.3453 -0.3552 -1.5374
H -1.1262 -2.0297 -3.9204
H -2.5321 -2.2243 -2.8314
H 0.2291 -2.0381 -1.8907
H 1.3019 -4.4221 0.3847
H 1.4158 -3.1360 -0.8271
H 2.6036 -1.9522 0.7950
H 2.0561 -3.0280 2.0977
H 3.1095 0.8153 -0.1882
H 4.4887 2.6560 0.7775
H 3.6219 3.9470 2.6896
H 1.4108 3.4208 3.6420
H 0.0586 1.5705 2.6584
H -1.1108 -1.1927 2.3000
H -0.1011 -2.1882 3.3818
H -0.4732 -4.1469 2.0965
H -1.9422 -3.2730 1.5822
H 0.3251 0.0284 -3.6714
H 0.5092 2.3718 -2.9130

Entry 4:
Formula: C19H23N3O4S
Source: the OMol25 dataset
Level of theory: ωB97M-V/def2-TZVPD

Values from the calculation:
E_HOMO	-0.317	Ha
total charge	0
ΔE to the lowest compared entry with this formula, charge and spin	17.5120	eV

CARTESIAN COORDINATES (ANGSTROEM)
C 5.3630 4.2687 -0.7485
C 4.4850 3.1615 -0.5684
C 3.1699 3.5578 -0.2699
C 2.1533 2.4272 -0.0361
C 2.5056 0.9461 -0.2621
C 3.7482 0.7335 -0.3687
C 4.6241 1.7092 -0.4748
H 5.7185 1.6100 -0.9951
H 4.0885 -0.1806 -0.5514
C 1.4950 0.0398 0.1551
O 0.4654 0.4933 0.9544
N 1.5069 -0.9766 -0.6135
H 2.3807 -1.2947 -1.2980
C 0.8750 -2.2165 -0.2861
C 0.8116 -2.7627 1.0274
C -0.0408 -4.0759 1.4165
H 0.5199 -4.9935 0.7457
H -0.0221 -4.4181 2.4107
H -0.8920 -3.8073 0.8929
C 2.2159 -2.8857 1.7945
H 2.1741 -3.2614 2.6236
H 2.6533 -3.5919 1.2504
H 2.7973 -1.8858 1.6853
H 0.2715 -1.9162 1.9197
H 1.3625 -2.9095 -1.1453
C -0.4869 -2.1909 -0.9185
O -0.9380 -3.1768 -1.7591
N -1.2626 -1.0516 -0.3942
C -2.6700 -0.8479 -0.5717
C -3.4091 -1.5830 -1.4388
C -4.7081 -0.9703 -1.8318
C -5.2011 0.0853 -1.3614
C -4.2856 0.8666 -0.3986
C -3.0663 0.2609 -0.1537
H -2.4365 0.9246 0.4985
S -4.8349 2.5591 0.3595
O -6.0098 2.8308 -0.5427
O -3.7598 3.2477 0.7776
N -5.4039 1.9436 1.8655
H -4.7595 1.6959 2.5362
H -6.1095 1.2186 2.0026
H -6.2906 0.5775 -1.2002
H -5.4626 -1.6986 -2.3976
H -3.1408 -2.6068 -1.9171
H -0.9069 -0.5374 0.2250
H 1.2316 2.6245 0.2377
H 2.7818 4.3895 -0.1276
H 5.3167 4.4901 -1.8132
H 5.1781 5.1959 -0.2591
H 6.2039 3.9818 -0.6756

Entry 5:
Formula: C19H23N3O5
Source: the OMol25 dataset
Level of theory: ωB97M-V/def2-TZVPD

Values from the calculation:
E_HOMO	-0.325	Ha
total charge	0
ΔE to the lowest compared entry with this formula, charge and spin	3.9868	eV

CARTESIAN COORDINATES (ANGSTROEM)
C 5.5177 3.0717 -0.3783
C 4.0255 2.9374 -0.6433
O 3.5264 1.6769 -0.1885
C 3.6708 0.6337 -1.0114
O 4.1742 0.6992 -2.1005
C 3.1525 -0.6455 -0.3838
C 4.1986 -1.1742 0.6083
C 3.6769 -2.4408 1.2807
C 2.3285 -2.1653 1.9435
N 1.3921 -1.6574 0.9607
C 0.3325 -2.4175 0.6182
O 0.0777 -3.4759 1.1700
C -0.5876 -1.9316 -0.4459
C -1.9659 -2.2709 -0.5015
C -2.3948 -1.6986 -1.6634
C -3.7380 -1.6418 -2.3176
O -4.7821 -1.4740 -1.3889
C -4.8352 -0.3129 -0.6704
C -3.9767 0.7731 -0.8063
C -4.1753 1.8783 0.0040
C -5.2161 1.8790 0.9259
C -5.4671 3.0480 1.8262
N -6.0338 0.8395 1.0460
C -5.8540 -0.2143 0.2813
O -1.3615 -1.0757 -2.2571
N -0.2530 -1.2291 -1.5009
C 1.8207 -0.4259 0.3478
H 5.8537 4.0591 -0.6810
H 5.7276 2.9339 0.6798
H 6.0634 2.3241 -0.9484
H 3.8213 3.0315 -1.7145
H 3.4562 3.6848 -0.0869
H 3.0088 -1.3733 -1.1870
H 5.1335 -1.3807 0.0846
H 4.3908 -0.4080 1.3633
H 4.3872 -2.7889 2.0313
H 3.5527 -3.2283 0.5355
H 1.9065 -3.0783 2.3663
H 2.4446 -1.4188 2.7369
H -2.5193 -2.8410 0.2125
H -3.7375 -0.8492 -3.0782
H -3.9541 -2.5974 -2.8072
H -3.1691 0.7789 -1.5224
H -3.5228 2.7344 -0.0813
H -5.6642 3.9438 1.2396
H -6.3241 2.8380 2.4584
H -4.5971 3.2388 2.4524
H -6.5441 -1.0355 0.4138
H 1.0686 -0.0766 -0.3568
H 1.9642 0.3235 1.1345

Entry 6:
Formula: C19H23N7O
Source: the OMol25 dataset
Level of theory: ωB97M-V/def2-TZVPD

Values from the calculation:
E_HOMO	-0.313	Ha
total charge	0
ΔE to the lowest compared entry with this formula, charge and spin	0.2815	eV

CARTESIAN COORDINATES (ANGSTROEM)
C -4.6746 0.3620 5.5908
C -3.9022 0.9379 4.3559
C -4.0153 0.2384 2.9628
C -2.7600 0.1337 3.8411
C -1.5169 0.7265 3.2200
O -1.2765 1.8837 3.4779
N -0.6556 -0.0821 2.4679
C 0.5864 0.4587 1.9403
C 0.5841 0.6266 0.4030
N 0.1473 -0.6415 -0.2291
C 0.7585 -1.1661 -1.4081
C 0.7355 -2.5308 -1.8172
N 1.3438 -2.9672 -2.9399
C 2.0011 -2.0177 -3.6872
C 2.6904 -2.5667 -4.8146
N 3.2187 -2.9998 -5.7782
C 2.0195 -0.6347 -3.3417
C 2.7203 0.4538 -4.0791
C 3.5003 0.4408 -5.3117
N 3.9886 1.6194 -5.6175
N 3.4765 2.4758 -4.6650
C 3.6689 3.9540 -4.6417
C 2.7337 1.7701 -3.6888
N 1.3962 -0.2529 -2.1812
C -1.1495 -1.1552 0.2655
C -1.1678 -1.3174 1.8259
C -0.3118 -2.4774 2.3326
H -5.6591 0.8800 5.6784
H -4.8318 -0.6671 5.4245
H -4.0623 0.4945 6.4962
H -3.7472 2.0455 4.3399
H -4.6691 -0.6208 2.8309
H -3.9796 0.8622 2.0508
H -2.5760 -0.8399 4.3593
H 0.8688 1.4355 2.4000
H 1.4179 -0.1833 2.2278
H -0.0617 1.4762 0.1357
H 1.6128 0.8475 0.0917
H 0.2371 -3.2489 -1.1797
H 3.6775 -0.4400 -5.9216
H 4.6483 4.2036 -5.0841
H 3.6333 4.3613 -3.6242
H 2.9282 4.4540 -5.2370
H 2.2182 2.1901 -2.8158
H -1.3721 -2.1501 -0.1233
H -1.9836 -0.5067 -0.0540
H -2.2074 -1.5735 2.1081
H 0.6878 -2.4973 1.8544
H -0.7564 -3.4253 2.1600
H -0.1632 -2.3693 3.3996

Entry 7:
Formula: C19H23NOPW
Source: the OMol25 dataset
Level of theory: ωB97M-V/def2-TZVPD

Values from the calculation:
E_HOMO (spin up / spin down)	-0.398 / -0.385	Ha
2S+1	3
total charge	+1
ΔE to the lowest compared entry with this formula, charge and spin	1.2621	eV

CARTESIAN COORDINATES (ANGSTROEM)
C -1.3447 1.8833 -5.5514
W -0.3041 1.2016 -3.7211
N 0.6507 -0.7412 -3.7312
H -1.5503 1.7014 -2.7278
H -0.4609 2.3951 -4.8980
H -2.1545 2.6206 -5.6077
H -1.6877 0.9817 -4.9458
H -0.9473 1.5800 -6.5274
H 0.1673 -1.3834 -3.0935
H 1.6195 -0.6828 -3.4027
H 0.6807 -1.2107 -4.6456
O 0.4759 0.3844 -1.0197
P 0.2982 -0.0126 0.4290
C -1.2181 -0.9846 0.5907
C -2.2229 -0.6534 1.5164
C -3.4739 -1.2760 1.4503
C -3.7277 -2.2406 0.4725
C -2.7103 -2.6109 -0.4157
C -1.4578 -1.9991 -0.3473
C 1.7691 -0.8887 0.9991
C 1.9732 -2.2192 0.6051
C 3.1942 -2.8451 0.8723
C 4.2065 -2.1661 1.5606
C 3.9898 -0.8529 1.9891
C 2.7829 -0.2111 1.7014
C 0.1254 1.3464 1.5869
C 0.1878 1.1225 2.9761
C -0.0156 2.1856 3.8593
C -0.2704 3.4675 3.3615
C -0.3151 3.6852 1.9807
C -0.1208 2.6284 1.0890
H -2.0344 0.0913 2.2901
H -4.2503 -0.9954 2.1631
H -4.7107 -2.7074 0.4037
H -2.8934 -3.3778 -1.1708
H -0.6610 -2.3178 -1.0244
H 1.1745 -2.7655 0.1033
H 3.3580 -3.8698 0.5346
H 5.1605 -2.6557 1.7586
H 4.7634 -0.3187 2.5414
H 2.6270 0.8142 2.0404
H 0.3955 0.1251 3.3713
H 0.0269 2.0052 4.9348
H -0.4337 4.2950 4.0506
H -0.5048 4.6861 1.5876
H -0.1567 2.7859 0.0111

Entry 8:
Formula: C19H23NOS
Source: the OMol25 dataset
Level of theory: ωB97M-V/def2-TZVPD

Values from the calculation:
E_HOMO	-0.285	Ha
total charge	0
ΔE to the lowest compared entry with this formula, charge and spin	0.9091	eV

CARTESIAN COORDINATES (ANGSTROEM)
C 3.2648 -0.5344 0.1223
C 3.4708 0.8059 -0.5667
O 2.6196 0.9479 -1.6893
C 1.3603 1.5180 -1.3873
C 0.6547 1.8185 -2.6939
C -0.7431 2.4379 -2.5461
C -1.6969 1.6942 -1.6065
C -2.0853 0.2926 -2.1441
C -1.3736 -0.8545 -1.4705
C -0.4821 -1.6427 -2.1979
C 0.2093 -2.6876 -1.5999
C 0.0406 -2.9498 -0.2475
C -0.8593 -2.1882 0.4888
C -1.5785 -1.1614 -0.1272
S -2.7958 -0.3179 0.8486
C -1.8601 -0.2130 2.3441
C -1.9078 0.9155 3.1556
C -1.2440 0.9232 4.3775
C -0.4994 -0.1848 4.7616
C -0.4037 -1.2930 3.9278
C -1.0991 -1.3234 2.7204
N -1.0692 -2.4357 1.8609
H 4.0339 -0.7021 0.8788
H 2.2836 -0.5883 0.5944
H 3.3396 -1.3270 -0.6233
H 3.3020 1.6288 0.1374
H 4.4974 0.8917 -0.9292
H 1.4954 2.4373 -0.8002
H 0.7765 0.8234 -0.7741
H 0.6285 0.9028 -3.2894
H 1.2794 2.5209 -3.2523
H -1.2033 2.4884 -3.5369
H -0.6391 3.4714 -2.2030
H -2.5984 2.2876 -1.4475
H -1.2351 1.5989 -0.6228
H -3.1624 0.1497 -2.0450
H -1.8320 0.2528 -3.2041
H -0.3365 -1.4237 -3.2481
H 0.9050 -3.2805 -2.1787
H 0.6095 -3.7324 0.2422
H -2.4892 1.7671 2.8236
H -1.3091 1.7970 5.0123
H 0.0326 -0.1937 5.7034
H 0.1970 -2.1470 4.2207
H -0.4975 -3.1903 2.2107

Entry 9:
Formula: C19H23NPbSb
Source: the OMol25 dataset
Level of theory: ωB97M-V/def2-TZVPD

Values from the calculation:
E_HOMO	-0.382	Ha
total charge	+1
ΔE to the lowest compared entry with this formula, charge and spin	0.0000	eV

CARTESIAN COORDINATES (ANGSTROEM)
C -1.7220 -0.5095 -3.5391
Pb 1.6742 -4.1106 -3.1373
N 1.9826 -1.8743 -4.7597
H 1.1086 -2.8874 -1.7616
H -2.2818 0.3888 -3.4333
H -1.8803 -1.1560 -2.6448
H -2.0029 -1.0166 -4.4623
H -0.6455 -0.3114 -3.5098
H 2.8049 -1.4443 -4.2800
H 1.1899 -1.2102 -4.6384
H 2.2425 -1.7889 -5.7717
C -0.2411 4.6831 3.2097
C 0.4990 4.7588 2.0427
C 0.3964 3.7202 1.0903
C -0.4107 2.6113 1.3695
C -1.2069 2.5775 2.5111
C -1.1095 3.6223 3.4551
Sb -0.5290 1.0766 -0.2539
C 1.4356 0.1581 0.0876
C 2.1290 -0.3789 -1.0178
C 3.2789 -1.1453 -0.8184
C 3.7915 -1.3075 0.4964
C 3.1382 -0.6908 1.5779
C 1.9567 0.0327 1.3673
C -1.7020 -0.6142 0.5471
C -1.1355 -1.8659 0.8136
C -1.9607 -2.9029 1.2452
C -3.3251 -2.7035 1.4812
C -3.8731 -1.4216 1.2388
C -3.0480 -0.3726 0.7949
H -0.1692 5.4923 3.9414
H 1.1410 5.6164 1.8172
H 0.9325 3.8124 0.1391
H -1.9292 1.7638 2.6829
H -1.7366 3.5938 4.3459
H 1.7444 -0.2507 -2.0361
H 3.7654 -1.6377 -1.6718
H 4.6798 -1.9092 0.6533
H 3.5527 -0.8026 2.5833
H 1.4620 0.4863 2.2208
H -0.0721 -2.0350 0.7036
H -1.5347 -3.9033 1.4278
H -3.9564 -3.5068 1.8328
H -4.9446 -1.2558 1.3923
H -3.4889 0.6190 0.6673

Entry 10:
Formula: C19H23O4PS
Source: the OMol25 dataset
Level of theory: ωB97M-V/def2-TZVPD

Values from the calculation:
E_HOMO	-0.314	Ha
total charge	0

CARTESIAN COORDINATES (ANGSTROEM)
C -0.4093 0.4500 3.6862
O 0.8239 -0.2999 3.8356
P 1.5826 -0.2039 2.2783
O 2.1987 1.1431 2.2201
O 2.9153 -1.3614 2.2638
C 3.4557 -1.4115 3.6289
C 0.4327 -0.7605 0.7846
O -0.7157 -1.5988 1.1253
C 1.2680 -1.5551 -0.1921
C 0.5856 -1.5384 -1.5872
C -0.8119 -2.1800 -1.7966
C -2.1282 -1.5765 -1.6880
C -3.3057 -2.3348 -1.7880
C -3.3208 -3.7020 -2.0310
C -2.1140 -4.2669 -2.1500
C -0.9081 -3.5267 -2.0822
S 0.5449 0.1403 -2.3894
C 0.7270 1.1955 -0.9404
C 0.2600 2.5932 -1.0843
C -0.8948 2.9297 -1.8265
C -1.2019 4.3312 -2.1586
C -0.3662 5.2720 -1.6201
C 0.6900 4.9384 -0.7699
C 0.9941 3.6376 -0.4882
C -0.1123 0.5508 0.2356
H -0.2258 1.3665 3.1705
H -1.1110 -0.0950 3.1548
H -0.6866 0.7800 4.6338
H 2.7635 -1.7359 4.4224
H 4.2536 -2.1258 3.7190
H 3.8655 -0.4031 3.9224
H -1.3057 -1.7628 0.3194
H 2.2867 -1.2641 -0.2289
H 1.3706 -2.5637 0.1897
H 1.2858 -2.1467 -2.2194
H -2.2521 -0.5284 -1.4957
H -4.2409 -1.9234 -1.6200
H -4.1782 -4.2653 -2.2325
H -1.9982 -5.3965 -2.2650
H 0.0405 -4.0006 -2.2514
H 1.7564 1.1639 -0.8085
H -1.6347 2.2127 -2.1422
H -2.0481 4.7180 -2.7221
H -0.3607 6.3604 -1.8786
H 1.4195 5.5590 -0.3458
H 1.8360 3.4666 0.1463
H 0.0570 1.3429 1.0281
H -1.0828 0.3761 0.0376